The following is a DFT calculation (the ωB97M-V functional and the def2-TZVPD basis) of a cluster of 5 separate species, C6H22O8 in total.

```
36
Properties=species:S:1:pos:R:3
H -1.2543 -2.1425 2.3456
H 0.3890 -1.0641 3.9296
C 2.8419 1.2300 -3.1815
O -0.4671 -0.4723 -2.4629
C 3.7920 1.7900 -4.2413
O 1.5378 1.1485 -3.7120
C -0.7454 -2.7284 3.1087
H -1.0822 -0.1454 -3.1322
C 0.6032 -2.0291 3.4608
H -3.2856 2.6364 3.5049
O 0.2202 -0.2282 0.3670
H 4.7136 2.1760 -3.8228
H 2.8558 1.8413 -2.2674
H -1.5962 2.2292 2.1642
H 0.9665 0.7889 -3.0184
H -2.2873 1.2706 -0.2164
H -0.6727 -1.4120 -2.3751
H 1.0070 -1.7650 1.5380
H 3.1813 0.4279 -5.5291
H -1.2627 -2.7723 4.0786
H 0.2158 -0.1143 -0.5944
O 1.4680 -2.0530 2.3403
O 4.0217 0.7619 -5.2075
H -3.0307 -0.3757 1.9401
H -3.9451 1.2443 0.4660
H -0.7195 -0.3283 0.6069
O -2.5333 -0.1548 1.1428
H 1.1204 -2.7061 4.1486
H -0.2150 -4.5733 3.3047
O -3.5310 2.0904 2.7571
H 3.2675 0.2705 -2.8645
H 3.2603 2.5740 -4.7912
H -2.8183 3.2314 1.2622
C -2.8791 1.1368 0.6907
C -2.5677 2.2467 1.6673
O -0.5688 -4.0301 2.5927
```

* Kohn-Sham gap: 0.356 hartree
* HOMO level: -0.3509 hartree
* electronic energy: -22957.0771 eV
* structure (SMILES): OCCO.OCCO.OCCO.O.O
* F_max: 0.044 Eh/bohr
* energy above the lowest of the compared OMol25 structures with the same formula, charge and spin: 18.8 kcal/mol

Results of the Mulliken charge analysis, in e, for atoms 1 through 8: 0.017 0.251 -0.265 -0.608 -0.493 -0.531 -0.173 0.295



The following is a DFT calculation (the ωB97M-V functional and the def2-TZVPD basis) of a cluster of 4 separate species, C6H23N2O3 in total.

```
34
Properties=species:S:1:pos:R:3
H 2.2998 0.6823 -4.3852
H -2.0931 3.8150 0.1919
H 1.1842 0.2160 -3.2992
H -0.5244 -1.7351 3.3969
C -0.8381 0.1201 1.2287
C -0.6893 -0.6704 3.3887
H -2.2841 -1.5995 -3.5738
H -0.4356 -0.2498 4.3884
H -2.6528 1.5259 -0.2884
H 1.8124 -0.1740 3.3944
H 2.1820 0.0342 1.7715
H 1.0423 -3.7959 -0.0648
H -1.2328 3.9334 -1.2851
C -0.4235 1.1150 0.1347
H 1.0583 0.8145 -1.3390
H 2.0880 -3.7042 1.1145
C -1.2744 3.3817 -0.3654
O 2.0090 0.6349 -3.4939
H -0.9542 -0.9007 0.7557
H -0.9823 -2.4549 -3.3377
N 0.4311 0.2195 -0.7788
O -1.3839 -1.6120 -3.1659
H -0.4182 3.5873 0.2529
N 0.0858 0.0246 2.3578
C 1.4414 -0.5008 2.4265
H 1.5819 -1.5643 2.3951
O 1.7345 -3.2691 0.3373
C -1.5998 1.8583 -0.5362
H -1.8786 0.3049 1.5307
H 0.2989 1.8818 0.4376
H 0.8130 -0.5247 -0.1805
H -0.1940 -0.3000 -1.4534
H -1.4903 1.4793 -1.5556
H -1.7780 -0.6132 3.2286
```

* Kohn-Sham gap: 0.330 hartree
* HOMO level: -0.4351 hartree
* electronic energy: -15709.8913 eV
* net charge: +1
* F_max: 0.053 Eh/bohr
* energy above the lowest of the compared OMol25 structures with the same formula, charge and spin: 69.6 kcal/mol

Results of the Mulliken charge analysis, in e, for atoms 1 through 8: 0.322 0.314 0.267 0.379 -1.318 -1.094 0.301 0.319



The following is a DFT calculation (the ωB97M-V functional and the def2-TZVPD basis) of a structure of composition C6H23N5O7Y.

```
42
Properties=species:S:1:pos:R:3
H -3.3713 -2.9790 0.0442
O 1.1302 -3.9334 0.4092
C -2.0301 0.4221 0.3473
H -1.4646 -2.1759 3.4866
N -2.2999 0.9459 1.5853
O 2.3482 2.9851 0.0253
O -0.9380 -0.0839 0.1213
H 2.8089 0.8394 -1.0876
N -2.9811 0.5632 -0.6088
C 1.9117 1.2743 -1.5361
H -2.6315 0.3984 -1.5411
O 2.5806 -2.1201 -1.2220
H 0.4215 2.6344 -0.7769
C 1.3227 2.1251 -0.3954
H 0.9253 1.4405 0.3594
H 1.5978 -0.3620 -2.5411
N -2.3270 -2.4992 3.0817
H 2.8058 4.4657 1.3409
N 1.0030 0.1615 -1.8879
C 2.1293 3.6171 1.2530
H 3.3796 -1.6223 -1.3654
H 2.5671 1.5889 -3.6234
C 2.2712 2.1487 -2.7399
O -0.9278 -2.2772 -1.8228
H 1.1434 -4.7337 0.9110
H -3.2024 1.2754 1.8601
H -1.6110 0.7225 2.2868
O 1.5558 -0.7508 1.5295
H -3.1880 -2.5861 3.5795
H -4.3004 -2.9361 1.4724
H 2.2713 2.9633 2.1256
H 1.0798 3.9390 1.3374
H -3.8449 1.0231 -0.4161
N -3.4011 -2.8467 1.0423
H 3.1173 2.7720 -2.4275
Y 0.5714 -1.8331 -0.1889
H 0.3522 0.5427 -2.5839
H 1.4589 2.8605 -2.9155
H 1.9905 0.0481 1.2291
C -2.2459 -2.6621 1.7241
H -0.8083 -2.7556 -2.6351
O -1.1700 -2.5996 1.1635
```

* Kohn-Sham gap: 0.204 hartree
* HOMO level: -0.1203 hartree
* electronic energy: -29426.9306 eV
* net charge: -1
* F_max: 0.071 Eh/bohr
* energy above the lowest of the compared OMol25 structures with the same formula, charge and spin: 4.2 kcal/mol

Results of the Mulliken charge analysis, in e, for atoms 1 through 8: 0.258 -0.855 0.401 0.251 -0.444 -0.337 -0.004 0.189



The following is a DFT calculation (the ωB97M-V functional and the def2-TZVPD basis) of a cluster of 7 separate species, C6H23NO6 in total.

```
36
Properties=species:S:1:pos:R:3
H -2.8660 -1.2078 3.1028
H -3.0726 1.2805 -1.9112
H -0.5087 0.9133 -1.1963
H 1.5127 -1.7624 1.7420
H 0.5906 0.2969 -3.1719
O 0.7941 3.7116 -2.0795
H -2.0873 -0.3943 -3.4327
H 0.9351 3.8374 -1.1596
O 0.9827 0.6178 4.2259
H 3.2977 0.2932 1.1787
H -0.6806 1.0398 0.4365
H -1.7064 -0.4674 -1.1020
H 1.8210 0.4269 1.3029
O -2.7954 1.3724 -0.9524
H 1.3667 -0.5247 -1.1548
H -1.3294 1.1074 -3.9171
O -2.2512 -0.4869 2.9460
H -0.9906 -0.5269 -4.9909
H 0.1654 0.8137 3.6396
H -0.2697 0.5713 1.8978
C 0.4112 -0.9392 -0.7805
H 3.0602 -3.7647 1.2172
H -1.9900 -0.3698 3.8730
O -0.3325 1.2927 1.3162
C 1.4350 -2.3916 0.8441
C -1.2746 0.0819 -3.8351
N -0.1985 -0.3125 -2.8819
C -0.7030 -0.1706 -1.4703
C 0.2697 -2.0219 -0.0183
H -0.7123 -2.5136 -0.0895
O 2.5294 0.6373 0.6633
H 0.6130 -0.0183 4.8794
H -3.6479 1.0159 -0.5527
H 0.5878 2.6898 -1.9248
C 2.1722 -3.4935 0.7194
H 2.0221 -4.0999 -0.2037
```

* Kohn-Sham gap: 0.320 hartree
* HOMO level: -0.3215 hartree
* electronic energy: -20365.0344 eV
* structure (SMILES): C=C/C=C/CNC.O.O.O.O.O.O
* F_max: 0.124 Eh/bohr
* energy above the lowest of the compared OMol25 structures with the same formula, charge and spin: 144.9 kcal/mol

Results of the Mulliken charge analysis, in e, for atoms 1 through 8: 0.292 0.328 -0.196 0.129 0.324 -0.645 0.422 0.327



The following is a DFT calculation (the ωB97M-V functional and the def2-TZVPD basis) of a cluster of 5 separate species, C6H23O5 in total.

```
34
Properties=species:S:1:pos:R:3
H 0.5725 1.2860 2.6506
H -0.6866 -1.7108 -4.0771
O 0.4007 -1.3077 2.8095
H -0.1499 -0.8408 1.2801
H 1.3051 -1.5914 2.6244
H 1.2122 3.6976 3.6429
H -1.4270 2.5033 1.1466
C 1.7284 -2.7152 -3.0680
O -0.1110 -0.6069 0.3096
H 0.8055 -3.4949 -0.7238
H 0.0488 4.7388 2.9057
H -0.3133 2.6569 -0.2005
C 0.2879 3.6852 3.0565
H -1.5286 -1.6251 -2.5565
O 0.9943 1.6600 1.8704
C 0.5937 3.0387 1.7075
H 0.1868 -1.6755 3.6744
H 2.2183 -1.7773 -2.8006
H -0.4794 3.1450 3.6045
H 2.3342 -3.5406 -2.6826
O -2.5459 -0.0207 -0.4054
O 0.3327 -2.7257 -1.0618
C 0.3146 -2.7755 -2.5127
H -3.1524 0.7266 -0.4592
C -0.5908 3.0962 0.7616
H -0.9321 4.1200 0.6104
H 1.4492 3.5168 1.2337
C -0.5322 -1.6175 -3.0017
H -3.1047 -0.8006 -0.2942
H 1.7228 -2.8136 -4.1529
H 0.2807 -1.4133 -0.1746
H -0.0408 -0.6591 -2.8210
H -1.0513 -0.4516 -0.0359
H -0.1424 -3.7073 -2.8604
```

* Kohn-Sham gap: 0.363 hartree
* HOMO level: -0.4723 hartree
* electronic energy: -16826.5751 eV
* net charge: +1
* F_max: 0.025 Eh/bohr
* energy above the lowest of the compared OMol25 structures with the same formula, charge and spin: 1.7 kcal/mol

Results of the Mulliken charge analysis, in e, for atoms 1 through 8: 0.326 0.441 -0.648 0.530 0.312 0.352 0.171 -1.321



The following is a DFT calculation (the ωB97M-V functional and the def2-TZVPD basis) of a structure of composition C6H24AgClN8O6.

```
46
Properties=species:S:1:pos:R:3
H 4.1001 -12.6389 4.6329
H 2.4232 -9.3048 3.6793
H -1.6875 -12.4383 2.8230
O 2.3500 -8.9217 0.5217
C -1.4951 -9.7429 0.3812
H -0.8118 -8.0004 7.4472
N -0.4420 -7.1110 7.1793
O -0.5427 -9.6609 1.4470
C 2.8595 -8.8782 1.7025
H -0.0783 -8.9941 5.4617
H 4.8490 -12.6186 3.0266
H -2.4131 -9.2636 0.7246
N -3.4616 -9.4190 3.8488
O 2.8393 -12.5020 2.9710
O -5.6896 -9.7286 4.3108
H 0.1455 -13.6578 2.7729
C 0.0988 -6.9642 5.9476
H 4.5779 -7.8926 1.1761
Ag 0.2072 -12.0925 6.7103
H -5.0791 -12.1922 4.2337
N -0.2910 -14.4225 2.2975
N -2.1288 -13.0467 2.1548
H -1.7600 -10.7942 0.2364
H 4.2961 -8.1235 2.8678
H -1.0658 -9.3548 -0.5369
H -0.4227 -6.2997 7.7700
H 2.1589 -12.4426 3.6516
H 0.2615 -15.2265 2.0703
C -1.5225 -14.2037 1.7446
Cl -0.2352 -11.2901 4.3229
H -2.9729 -12.7913 1.6748
C 4.0645 -12.1809 3.6403
H -0.4137 -10.4761 1.9280
H 4.1719 -11.0958 3.7607
N 2.1009 -9.2388 2.7305
H -3.3727 -11.8091 4.2623
O 0.5447 -5.8782 5.5650
H -2.5549 -9.8404 3.8765
N 0.2469 -8.0816 5.1983
O -2.0902 -14.9751 0.9818
H 1.1377 -9.4484 2.4713
H 0.5577 -7.9248 4.2577
H -3.6047 -8.4255 3.8881
C -4.5621 -10.1827 4.1419
N -4.3322 -11.5292 4.1830
N 4.0700 -8.3551 1.9153
```

* Kohn-Sham gap (spin up / spin down): 0.225 / 0.124 hartree
* HOMO level (spin up / spin down): -0.4320 / -0.4320 hartree
* electronic energy: -47332.3393 eV
* 2S+1: 2
* net charge: +1
* F_max: 0.049 Eh/bohr

Results of the Mulliken charge analysis, in e, for atoms 1 through 8: 0.298 0.247 -0.193 -0.187 -0.716 0.153 -0.363 -0.580



The following is a DFT calculation (the ωB97M-V functional and the def2-TZVPD basis) of a structure of composition C6H24CaN13O9.

```
53
Properties=species:S:1:pos:R:3
H -1.3292 2.9002 -5.3829
N -3.3298 -0.2239 0.8856
O -4.4223 -1.3186 2.4864
H -0.9939 2.0897 -0.0856
O 3.4959 0.4835 -0.8339
H 0.0512 2.9764 1.0164
N 1.2462 -1.7256 2.9927
H -2.2689 -2.1840 3.0364
H -3.3622 -3.9146 -0.7681
C 1.2486 -0.5277 3.4737
N -2.4172 -3.6846 -0.4957
H 2.6904 -0.3367 1.3504
O 0.9735 1.0994 -4.4408
C -1.4750 3.9642 0.2001
O -2.5391 3.9899 -0.4166
H 1.0889 -1.8267 2.0002
H 0.7017 -0.0837 1.6042
H -2.1939 -2.7773 -0.1124
N -0.6534 2.9619 0.2930
C -1.5219 -4.6168 -0.5472
H 4.3914 -0.2933 1.9194
N -2.2396 -1.6237 2.1966
H -1.7249 2.3809 -3.6342
H -0.2005 4.9292 1.4591
N 5.4246 0.0699 0.0205
H 1.3424 -2.5682 3.5412
N 1.0239 0.2879 2.4863
N -0.5005 2.3351 -5.5013
O -1.0852 -0.0244 -0.7169
N -0.7967 2.0029 -3.5089
O -1.7610 -5.7648 -0.8356
H 6.0146 -0.5314 0.5777
C -3.4301 -1.1422 1.8555
H -4.1992 0.2540 0.6962
H 0.8886 1.2504 2.7608
C -0.0876 1.6872 -4.4942
H -2.5448 -0.1050 0.2614
O 1.2799 -0.3193 4.6650
O 0.4331 -1.3514 -0.0100
N -0.4352 -4.1613 0.0740
N -0.9895 5.0001 0.8326
C 4.1434 0.0322 0.0880
H 5.8714 0.5478 -0.7490
Ca 2.7949 0.3436 -3.0616
N 3.6883 -0.3754 1.1990
N 0.0580 -0.5443 -0.8235
H 0.2834 -4.8666 -0.0062
H 0.2055 2.4747 -6.2099
H -1.4035 5.9125 0.9604
H -1.4136 -1.3355 1.6919
O 0.7882 -0.1813 -1.7612
H -0.5678 1.6472 -2.5917
H -0.2415 -3.2129 0.3621
```

* Kohn-Sham gap: 0.220 hartree
* HOMO level: -0.4139 hartree
* electronic energy: -62844.6940 eV
* net charge: +1
* F_max: 0.148 Eh/bohr
* energy above the lowest of the compared OMol25 structures with the same formula, charge and spin: 178.3 kcal/mol

Results of the Mulliken charge analysis, in e, for atoms 1 through 8: 0.181 -0.297 -0.652 0.199 -0.751 0.193 -0.067 0.158